No. 1
# C53H140N18O21

A cluster of 13 separate species, C53H140N18O21 in total (wB97M-V/def2-TZVPD, OMol25).

E_HOMO, eV: -8.148
Energy relative to the best compared isomer or geometry (same formula, charge and spin), kcal per mole: 0.0
F_max, eV/A: 4.0
LUMO, hartree: 0.01185
Frontier orbital gap, eV: 8.470

Element x y z (Å)
C 10.7647 -22.8365 20.5972
O 11.1975 -23.2218 21.6546
N 9.5453 -23.3482 20.1699
N 11.4016 -21.9735 19.8067
H 9.1749 -23.0633 19.2745
H 9.1676 -24.1534 20.5396
H 12.2123 -21.4727 20.1579
H 10.8877 -21.6550 18.9743
C 5.7635 -27.7155 14.8854
O 6.6093 -28.1405 15.6638
N 4.4089 -27.9075 15.0830
N 6.0022 -27.1164 13.7077
H 4.2057 -28.3078 16.0148
H 3.8035 -27.1483 14.9262
H 5.3692 -27.3335 12.9395
H 6.9990 -27.0574 13.4575
C 9.9713 -26.3618 12.5003
O 8.8982 -26.8282 12.7202
N 10.5471 -25.4384 13.2760
N 10.5475 -26.6301 11.2586
H 10.3579 -25.2528 14.2396
H 11.4302 -25.0367 12.9320
H 10.1881 -27.4994 10.9226
H 11.5626 -26.7671 11.1449
C 11.5293 -22.2983 16.3002
O 10.5771 -21.8731 16.8805
N 11.8254 -23.6582 16.0753
N 12.3297 -21.4580 15.6204
H 12.7605 -23.8402 15.7663
H 11.3725 -24.4437 16.5924
H 12.2585 -20.4447 15.6221
H 13.0038 -21.7941 14.9785
C 13.1778 -26.2984 18.2052
O 12.8572 -26.8510 17.1732
N 14.4826 -26.0255 18.5087
N 12.2454 -25.7975 19.1077
H 15.1399 -26.3956 17.8585
H 14.8004 -25.5538 19.3678
H 11.3097 -26.2029 18.9523
H 12.4225 -25.2426 19.8740
C 4.6014 -15.1281 16.7535
O 4.1064 -16.2247 16.1282
C 5.1686 -17.1416 15.8806
C 4.5710 -18.3795 15.2000
N 3.5912 -19.1142 15.9215
C 3.2941 -20.5181 15.5423
C 4.3580 -21.3584 16.2263
O 4.3085 -22.6740 15.6515
C 4.8903 -23.6991 16.4409
H 5.5662 -14.8399 16.3298
H 4.6560 -15.2343 17.8460
H 3.9740 -14.1882 16.7290
H 5.7062 -17.4924 16.7688
H 5.9529 -16.8523 15.1823
H 5.4238 -19.0318 14.9739
H 4.1243 -18.0727 14.2071
H 2.7355 -18.5875 16.0551
H 3.3590 -20.7141 14.4763
H 2.2897 -20.8182 15.8921
H 4.3496 -21.3790 17.3349
H 5.3545 -20.9507 16.0099
H 5.9094 -23.6307 16.5241
H 4.6233 -24.6643 15.9516
H 4.4402 -23.7817 17.4675
C 10.5041 -31.2675 16.1225
O 11.8064 -30.7045 16.1429
C 12.5450 -31.1057 14.9533
C 12.4417 -30.0985 13.8298
N 13.2089 -28.8630 14.1154
C 12.8690 -27.7228 13.2916
C 14.0283 -27.4002 12.3489
O 13.8582 -26.1289 11.7424
C 14.8841 -25.7657 10.8546
H 10.1593 -31.1997 15.0698
H 9.7805 -30.6949 16.6443
H 10.5354 -32.2955 16.4455
H 12.3359 -32.1125 14.7043
H 13.5989 -31.1406 15.2491
H 11.3668 -29.9345 13.5177
H 12.9079 -30.4742 12.9525
H 13.0606 -28.5975 15.1244
H 12.6860 -26.9044 14.0012
H 12.0056 -27.9721 12.6724
H 14.0849 -28.1886 11.5464
H 14.9666 -27.4875 12.9457
H 14.8959 -26.5213 9.9964
H 15.9064 -25.7361 11.3354
H 14.6262 -24.8085 10.4276
C 12.8958 -28.8165 20.0971
O 12.0579 -29.9412 20.4866
C 12.3275 -31.0268 19.5840
C 11.2835 -32.0808 19.7376
N 11.4329 -32.7495 21.0486
C 10.2238 -33.4594 21.5514
C 10.4971 -34.3552 22.7042
O 9.2072 -34.8955 22.9839
C 9.1927 -36.1678 23.5606
H 12.6404 -28.4916 19.1013
H 13.9487 -29.0450 20.2594
H 12.4775 -28.0350 20.7378
H 13.3521 -31.4525 19.7987
H 12.3332 -30.6416 18.5634
H 11.4190 -32.8538 18.9808
H 10.1912 -31.6927 19.6267
H 11.5631 -31.9768 21.6608
H 9.7195 -34.0194 20.7330
H 9.5095 -32.7256 21.9090
H 10.9966 -33.8041 23.5016
H 11.1019 -35.2088 22.3125
H 10.1810 -36.5953 23.6887
H 8.7230 -36.7902 22.7547
H 8.7304 -36.1828 24.5508
C 2.1263 -27.0600 26.8178
O 3.2015 -27.6351 26.2022
C 3.0280 -28.9995 25.8261
C 4.4509 -29.5018 25.4222
N 4.8681 -28.7481 24.3088
C 6.2312 -28.9767 23.7577
C 7.4095 -28.9904 24.6515
O 7.7549 -27.7827 25.2182
C 8.9302 -27.9229 26.0053
H 1.5482 -27.7516 27.4852
H 1.3667 -26.7108 26.1153
H 2.4919 -26.2562 27.4396
H 2.3335 -29.0526 25.0158
H 2.6657 -29.6465 26.6530
H 4.4319 -30.6025 25.3192
H 5.0919 -29.2401 26.2719
H 4.7481 -27.7879 24.4240
H 6.4213 -28.1563 23.0116
H 6.2768 -29.9439 23.1279
H 8.2937 -29.4198 24.1128
H 7.2210 -29.7719 25.4582
H 9.8596 -27.9870 25.4049
H 8.8865 -28.7848 26.7102
H 9.0076 -26.9785 26.5719
C 2.2629 -30.2040 21.8675
O 1.9122 -29.6784 20.6686
C 2.5017 -28.3908 20.5507
C 2.6567 -27.9674 19.1229
N 3.6539 -28.8285 18.4418
C 5.0854 -28.6237 18.7418
C 5.8530 -29.7689 18.2462
O 5.2985 -30.9757 18.8219
C 5.9049 -32.1488 18.2835
H 3.2608 -29.8996 22.2179
H 2.1861 -31.2667 21.8217
H 1.5559 -29.9011 22.6684
H 3.4899 -28.4061 21.0064
H 1.9566 -27.6345 21.1020
H 3.0949 -26.9780 19.1828
H 1.7080 -27.8687 18.5564
H 3.4755 -29.8065 18.5705
H 5.2315 -28.5294 19.8214
H 5.4531 -27.6343 18.3044
H 6.9189 -29.6347 18.5961
H 5.9079 -29.7797 17.1772
H 6.2460 -31.9921 17.2741
H 5.0509 -32.9199 18.3012
H 6.6766 -32.4822 19.0170
C 5.3840 -25.2058 20.1204
O 4.2240 -25.6272 20.7941
C 4.4170 -25.5373 22.1955
C 3.1100 -25.8296 22.9337
N 1.9883 -24.9832 22.4934
C 0.6422 -25.3300 22.8725
C -0.3612 -24.5702 22.0633
O -0.2775 -24.9519 20.6724
C -1.0778 -24.1147 19.7779
H 5.0464 -25.2092 19.0705
H 6.1624 -25.9377 20.2615
H 5.6959 -24.2091 20.3842
H 4.7478 -24.5372 22.3266
H 5.2241 -26.2411 22.5348
H 3.3810 -25.4846 23.9440
H 2.7466 -26.9302 22.9623
H 2.0354 -24.8948 21.4675
H 0.3613 -25.2388 23.9354
H 0.4339 -26.3492 22.6963
H -0.2332 -23.4707 22.2340
H -1.3160 -24.8798 22.4326
H -0.9684 -24.5798 18.8064
H -0.5488 -23.1685 19.6947
H -2.0958 -23.9579 20.0272
C 3.3297 -20.3358 25.1787
O 3.7519 -21.3423 26.0928
C 4.1273 -22.4998 25.4212
C 4.3935 -23.6635 26.3872
N 5.4208 -23.3983 27.3320
C 5.7479 -24.4802 28.2868
C 6.7124 -24.0541 29.3390
O 6.1255 -23.0688 30.1451
C 6.9408 -22.7669 31.1899
H 2.4452 -20.6056 24.6035
H 4.2101 -20.0567 24.5176
H 3.1384 -19.4172 25.7853
H 5.0125 -22.3544 24.7987
H 3.3587 -22.8952 24.7491
H 4.6902 -24.4516 25.6957
H 3.4345 -24.0137 26.8310
H 5.2322 -22.5884 27.8710
H 6.1852 -25.3332 27.7409
H 4.8295 -24.8819 28.8070
H 7.6254 -23.5727 28.8346
H 7.0697 -24.8755 29.9987
H 7.8361 -22.2041 30.9229
H 7.1850 -23.6705 31.7624
H 6.4162 -22.1001 31.9327
C 8.0919 -25.3611 22.8693
O 8.3008 -25.8132 21.5310
C 9.2019 -26.9011 21.6097
C 8.9427 -27.7644 20.3619
N 9.4565 -27.1224 19.1166
C 8.9123 -27.7337 17.9072
C 9.6562 -27.2665 16.6675
O 9.6754 -25.8214 16.5759
C 8.4437 -25.2075 16.3099
H 8.9861 -24.9291 23.3255
H 7.7525 -26.1167 23.5392
H 7.3299 -24.5332 22.8645
H 9.0508 -27.6240 22.4245
H 10.1993 -26.5178 21.6630
H 7.8482 -28.0229 20.4147
H 9.5126 -28.7499 20.4536
H 9.3185 -26.1588 19.1325
H 7.8144 -27.6353 17.8992
H 9.0468 -28.8007 18.0293
H 9.2189 -27.8374 15.8097
H 10.6950 -27.3886 16.8171
H 8.1268 -25.4629 15.2517
H 8.5812 -24.1200 16.3128
H 7.6523 -25.4850 16.9610

Atom charges from the Löwdin analysis, given in e for atoms 1 to 6:
1 C -0.72
2 O 0.01
3 N 0.19
4 N 0.17
5 H 0.09
6 H 0.02

No. 2
# C3H6N2O3

An isolated molecule of C3H6N2O3 (wB97M-V/def2-TZVPD, OMol25).

E_HOMO, eV: -9.834
Energy relative to the best compared isomer or geometry (same formula, charge and spin), kcal per mole: 145.3
F_max, eV/A: 4.9
LUMO, hartree: 0.02141
Frontier orbital gap, eV: 10.417

Element x y z (Å)
C 2.4490 0.4040 -0.2342
N 1.6681 -0.3573 0.4239
N 0.1474 -0.4242 -0.0773
C -0.4735 -1.7003 0.2320
C -0.4261 0.7798 -0.0208
O -0.1372 1.9319 0.1750
O -1.9107 0.4474 -0.5614
O -2.8255 1.3660 0.0833
H 3.5347 0.3427 -0.0557
H 2.1132 1.1235 -0.9970
H -1.4061 -1.5565 0.7829
H 0.2181 -2.3185 0.8092
H -0.7002 -2.1939 -0.7147
H -2.2513 2.1554 0.1547

Atom charges from the natural (NBO) analysis, given in e for atoms 1 to 6:
1 C -0.06
2 N -0.23
3 N -0.33
4 C -0.41
5 C 0.88
6 O -0.59

No. 3
# CH2ClNO

A cluster of 2 separate species, CH2ClNO in total (wB97M-V/def2-TZVPD, OMol25).

E_HOMO, eV: -10.167
Energy relative to the best compared isomer or geometry (same formula, charge and spin), kcal per mole: 136.7
F_max, eV/A: 6.2
LUMO, hartree: 0.01763
Frontier orbital gap, eV: 10.646

Element x y z (Å)
C -0.5441 0.0037 -0.0953
N 0.6929 0.0614 0.5037
O 0.1876 1.0907 -0.2910
Cl 2.1374 -0.6369 -0.1328
H -0.7976 -0.7201 -0.9520
H -1.6762 0.2012 0.9674

The computed natural (NBO) charges, all in e, follow:
1 C 0.11
2 N -0.18
3 O -0.35
4 Cl 0.10
5 H 0.20
6 H 0.12

No. 4
# C41H80BrClIN3O36PS9

A cluster of 9 separate species, C41H80BrClIN3O36PS9 in total (wB97M-V/def2-TZVPD, OMol25).

E_HOMO, eV: -9.050
Charge: +1
F_max, eV/A: 9.2
LUMO, hartree: -0.11118
Frontier orbital gap, eV: 6.025

Element x y z (Å)
C -4.1048 0.1875 1.3261
C -2.5956 -0.3121 1.1434
C -1.5774 0.4198 2.0709
I -2.3376 2.3160 2.9391
C -0.0748 0.6331 1.6554
C 0.3084 1.9921 0.8972
P -0.8302 2.7588 -0.4341
O -2.4117 2.2293 -0.4392
Br -1.1316 4.9476 0.2562
N 1.6049 2.0732 0.2262
Cl 2.0315 3.5334 -0.4838
C 2.5471 0.9579 0.2551
C 3.1668 1.0617 1.7790
C 4.2333 2.1998 1.9535
C 4.2874 2.5220 3.5276
C 5.7018 3.0661 3.9963
C 3.0484 3.3831 4.0277
C 2.7520 4.6881 3.1928
C 3.8976 5.7691 3.3025
C 3.7415 6.9210 2.5330
C 3.4600 6.9003 0.9817
C 3.8157 8.3123 3.2652
C 3.8923 1.0398 -0.5112
C 3.9152 0.3375 -2.0282
C 3.8719 -1.3322 -2.0258
O 5.1411 -0.3940 -2.3566
C 1.6571 -0.3419 0.0549
C 0.7682 -0.4703 -1.2184
C 0.8069 0.5111 -2.4268
C -0.6463 0.4937 -3.1081
C -0.8147 1.5626 -4.2495
N -0.3858 0.9767 -5.5567
N 0.7479 -0.6015 1.2609
S 0.0808 -2.2133 1.3666
C -0.9650 -2.9431 0.0828
O -0.5439 -2.4903 2.6746
O 1.2584 -3.1114 1.3989
H -4.2951 1.1923 0.8794
H -4.7565 -0.5506 0.7404
H -4.3853 0.0960 2.4081
H -2.6557 -1.3953 1.4778
H -2.3669 -0.3050 0.0401
H -1.5724 -0.1874 3.0277
H 0.3439 0.8612 2.6985
H 0.3529 2.8073 1.6977
H -2.8467 2.4574 -1.2787
H 3.6062 0.0404 1.9829
H 2.3692 1.2446 2.5455
H 4.0446 3.1452 1.3884
H 5.2694 1.8037 1.7225
H 4.1668 1.5042 4.0226
H 5.5387 3.6494 4.9523
H 6.1097 3.7596 3.2153
H 6.3857 2.1897 4.1800
H 3.2302 3.6687 5.1102
H 2.1216 2.7255 4.0596
H 2.5402 4.4718 2.1090
H 1.8168 5.1761 3.6059
H 4.7979 5.6457 3.9512
H 2.4057 6.5353 0.7669
H 3.5253 7.9603 0.6123
H 4.1955 6.2658 0.4146
H 4.4557 8.1914 4.1817
H 2.7573 8.5913 3.5457
H 4.2436 9.0871 2.5599
H 4.6896 0.4009 -0.0298
H 4.3141 2.0409 -0.7615
H 3.3619 0.8872 -2.8926
H 4.4196 -2.0651 -2.6695
H 3.0196 -1.2314 -2.8146
H 2.3951 -1.2039 0.1062
H 0.8881 -1.5258 -1.6205
H -0.3216 -0.4423 -0.8779
H 1.4714 0.0633 -3.2280
H 1.1540 1.5589 -2.2563
H -0.7524 -0.5614 -3.5139
H -1.4572 0.6258 -2.3425
H -1.9310 1.7461 -4.3541
H -0.2889 2.5180 -3.9825
H 0.1609 1.7030 -6.0229
H 0.2108 0.1717 -5.3464
H 1.4618 -0.7309 2.0173
H -0.3766 -3.6266 -0.5996
H -1.5545 -2.2591 -0.5774
H -1.7183 -3.6165 0.5964
C -6.9105 -4.5516 0.0525
C -6.5427 -3.6742 1.2329
O -5.1213 -3.5188 1.1419
S -4.6829 -3.5337 -0.4136
O -4.5360 -2.1859 -0.8602
O -3.6561 -4.5124 -0.5793
O -6.0583 -4.1206 -1.0172
H -6.6927 -5.6026 0.2571
H -7.9574 -4.4473 -0.2283
H -6.8225 -4.1194 2.1860
H -6.9958 -2.6870 1.1488
C 3.6982 -1.4401 -7.1372
C 3.6854 -2.9536 -7.0451
O 2.6970 -3.2540 -6.0553
S 1.5402 -2.1362 -6.1147
O 0.4649 -2.6417 -6.8890
O 1.3599 -1.6050 -4.7971
O 2.3318 -1.0442 -7.0045
H 4.2624 -0.9984 -6.3121
H 4.1059 -1.0872 -8.0829
H 4.6534 -3.3603 -6.7589
H 3.3667 -3.4058 -7.9881
C -8.6106 0.7421 -2.5291
C -9.4846 -0.4023 -2.0540
O -8.5676 -1.3965 -1.5879
S -7.2586 -0.6685 -0.9766
O -7.4097 -0.5925 0.4380
O -6.0983 -1.2153 -1.5971
O -7.5313 0.8030 -1.5923
H -8.1924 0.5376 -3.5178
H -9.1485 1.6884 -2.5528
H -10.1147 -0.8016 -2.8463
H -10.1104 -0.0980 -1.2111
C -3.7945 -0.7472 5.6104
C -3.7845 -2.2630 5.6664
O -4.7235 -2.5976 6.6899
S -5.9005 -1.4904 6.7115
O -7.0030 -1.9930 5.9683
O -6.0286 -0.9985 8.0363
O -5.1564 -0.3702 5.8120
H -3.1987 -0.3183 6.4206
H -3.4317 -0.3683 4.6553
H -2.8023 -2.6646 5.8994
H -4.1392 -2.6959 4.7274
C -0.5478 -7.2274 -5.1356
C -0.1572 -6.3617 -3.9528
O 1.2726 -6.3496 -3.9615
S 1.7939 -6.4464 -5.4904
O 2.0948 -5.1161 -5.9492
O 2.7216 -7.5176 -5.5814
O 0.3963 -6.9096 -6.1596
H -0.4491 -8.2896 -4.8984
H -1.5620 -7.0260 -5.4768
H -0.5328 -6.7533 -3.0090
H -0.5052 -5.3329 -4.0840
C -2.2504 -6.2671 8.7910
C -3.6244 -6.9051 8.7238
O -4.1708 -6.4681 7.4769
S -2.9748 -6.2924 6.4074
O -2.9100 -7.4647 5.6097
O -3.0628 -4.9873 5.8477
O -1.7455 -6.3244 7.4541
H -2.3160 -5.2168 9.0859
H -1.5841 -6.7930 9.4728
H -4.2638 -6.6034 9.5511
H -3.5540 -7.9956 8.6984
C -0.7347 8.4845 0.6771
C -1.2420 9.8822 0.9762
O -0.5970 10.2517 2.1977
S 0.8633 9.5621 2.2563
O 1.8267 10.5110 1.8235
O 0.9782 8.8568 3.4842
O 0.6401 8.4922 1.0648
H -1.2547 7.7369 1.2820
H -0.8310 8.2276 -0.3770
H -2.3242 9.9177 1.0857
H -0.9323 10.5895 0.2023
C 8.7577 -1.1967 -5.4530
C 7.3844 -1.8335 -5.5544
O 6.8826 -1.4233 -6.8297
S 8.1219 -1.2717 -7.8624
O 8.2118 -2.4634 -8.6282
O 8.0568 0.0175 -8.4506
O 9.3101 -1.2839 -6.7683
H 8.6848 -0.1400 -5.1836
H 9.3976 -1.7092 -4.7366
H 6.7166 -1.5121 -4.7557
H 7.4533 -2.9250 -5.5532

Atom charges from the Löwdin analysis, given in e for atoms 1 to 6:
1 C -0.14
2 C -0.29
3 C -0.59
4 I 1.00
5 C -0.26
6 C -0.48

The highest frontier orbital gap belongs to which entry?
CH2ClNO

Which value of E_HOMO does entry 2 give?
-9.834 eV

Which of these has the highest F_max?
C41H80BrClIN3O36PS9